{
  "formula": "C9H18F3O7Y",
  "method": "ωB97M-V/def2-TZVPD",
  "e_above_lowest_kcal_mol": 51.1,
  "charge": -2,
  "spin_multiplicity": 1,
  "orbital_gap_ev": 5.18,
  "energy_ev": -33152.683,
  "max_force_ev_per_a": 3.9,
  "species": ["Y", "O", "C", "C", "O", "H", "H", "H", "H", "O", "C", "C", "O", "H", "H", "H", "H", "C", "O", "O", "C", "F", "F", "F", "C", "C", "H", "H", "H", "H", "H", "H", "C", "O", "H", "H", "H", "H"],
  "xyz": [[-0.7993, -1.2909, 0.1542], [-1.5210, -0.9572, -2.1576], [-0.7855, -1.9832, -2.8108], [-0.7911, -3.4134, -2.1333], [-0.3034, -3.5008, -0.7569], [0.2327, -1.6439, -3.0009], [-1.2781, -2.1198, -3.7736], [-0.2300, -4.1314, -2.7315], [-1.8328, -3.7311, -2.0885], [-0.1537, -2.4364, 2.1725], [-1.2332, -2.3998, 3.1215], [-2.7016, -1.8721, 2.6142], [-2.8714, -1.1883, 1.3239], [-0.7914, -1.6122, 3.7320], [-1.2365, -3.3614, 3.6348], [-3.0450, -1.2045, 3.4044], [-3.4436, -2.6655, 2.7035], [2.3340, 0.3945, -0.5496], [1.5510, 1.5860, -0.3382], [1.4596, -0.6836, -0.2745], [3.3350, 0.2994, -1.7740], [3.7205, -0.9032, -1.7783], [2.7943, 0.5454, -2.9363], [4.4474, 1.1376, -1.6510], [2.1233, 2.8979, -0.0253], [1.1183, 3.7410, 0.7743], [1.5476, 4.7378, 0.8754], [0.1778, 4.0548, 0.3214], [0.9372, 3.2751, 1.7429], [2.6080, 3.4226, -0.8486], [2.9109, 2.8490, 0.7266], [3.0389, 0.4935, 0.2759], [-2.1759, 2.0498, 0.4452], [-1.1800, 1.1060, 0.1314], [-2.7107, 2.5583, -0.3570], [-2.9681, 1.5361, 0.9898], [-1.7964, 2.7993, 1.1397], [-0.4879, 1.6146, -0.2975]],
  "mulliken_charge": [1.619, -0.845, -0.364, -0.414, -0.763, 0.050, 0.415, 0.342, 0.192, -0.746, -0.427, -0.376, -0.843, 0.158, 0.269, 0.299, 0.260, -0.072, -0.165, -0.794, 0.859, -0.227, -0.283, -0.324, -0.375, -1.270, 0.419, 0.329, 0.277, 0.365, 0.314, 0.118, -0.796, -0.292, 0.307, 0.271, 0.312, 0.202]
}



{
  "formula": "C9H18FN2O",
  "method": "ωB97M-V/def2-TZVPD",
  "e_above_lowest_kcal_mol": 41.7,
  "charge": 1,
  "spin_multiplicity": 1,
  "orbital_gap_ev": 9.12,
  "energy_ev": -17361.673,
  "max_force_ev_per_a": 3.5,
  "species": ["C", "C", "C", "C", "N", "C", "F", "C", "H", "H", "H", "H", "H", "H", "H", "H", "H", "H", "H", "C", "C", "O", "N", "C", "H", "H", "H", "H", "H", "H", "H"],
  "xyz": [[2.5618, 0.7451, 2.2082], [1.9831, 1.9683, 1.8328], [0.6616, 2.1146, 0.9807], [-0.0778, 0.7318, 0.7614], [-0.8312, 0.5209, 2.0486], [-1.4432, 1.8563, 2.3480], [-1.6234, 2.1230, 3.7216], [-0.4351, 2.9556, 1.8124], [3.0902, 0.5786, 3.1902], [2.4922, -0.1358, 1.5067], [2.4974, 2.9267, 2.1463], [0.9782, 2.7234, 0.0868], [0.6918, -0.0485, 0.4691], [-0.8799, 0.6784, -0.0386], [-1.6411, -0.1161, 1.9962], [-0.0937, 0.2897, 2.7415], [-2.4924, 1.8791, 1.9417], [-0.9669, 3.5257, 0.9841], [0.1260, 3.5701, 2.5706], [0.9948, -2.7852, -3.3322], [0.4175, -2.3019, -2.0292], [1.1167, -2.1081, -1.0398], [-0.9244, -2.0825, -1.9763], [-1.9027, -2.2547, -3.0338], [2.0704, -2.9163, -3.2261], [0.5542, -3.7462, -3.6042], [0.8117, -2.0507, -4.1189], [-1.2443, -1.7621, -1.0758], [-2.3934, -1.2959, -3.2119], [-2.6475, -2.9802, -2.7017], [-1.4505, -2.6030, -3.9584]],
  "mulliken_charge": [-0.822, -0.382, 0.320, -0.832, -0.068, 0.024, -0.297, -0.719, 0.285, 0.326, 0.367, 0.428, 0.163, 0.344, 0.364, 0.405, 0.360, 0.257, 0.448, -1.347, 0.871, -0.647, -0.101, -0.872, 0.295, 0.384, 0.381, 0.134, 0.287, 0.313, 0.330]
}



{
  "formula": "C9H18N2",
  "method": "ωB97M-V/def2-TZVPD",
  "e_above_lowest_kcal_mol": 129.1,
  "spin_multiplicity": 1,
  "orbital_gap_ev": [7.88, 7.88],
  "energy_ev": -12599.691,
  "max_force_ev_per_a": 4.3,
  "species": ["C", "C", "C", "C", "C", "C", "C", "C", "C", "N", "N", "H", "H", "H", "H", "H", "H", "H", "H", "H", "H", "H", "H", "H", "H", "H", "H", "H", "H"],
  "xyz": [[4.2151, 1.0279, 1.0827], [3.3278, 0.5142, 0.2167], [-1.2520, -0.2131, -0.8832], [-1.0718, 0.2431, 0.5524], [-2.4113, -0.1446, -0.0032], [3.0857, 1.1335, -1.1320], [-3.4980, 0.9008, -0.1050], [-2.8676, -1.6119, 0.5815], [2.5177, -0.6505, 0.5245], [1.3909, -2.6487, -0.0856], [1.9383, -1.4402, -0.2922], [4.6532, 0.6263, 2.0360], [4.7856, 1.9966, 0.9083], [-0.9229, 0.5589, -1.5663], [-0.9239, -1.1876, -1.1857], [-0.5578, -0.5066, 1.0624], [1.9835, 1.0700, -1.3698], [3.5318, 2.1080, -1.1647], [3.4359, 0.6439, -1.9567], [-3.7605, 1.4507, 0.8569], [-4.3006, 0.2901, -0.5285], [-3.0499, 1.7345, -0.7932], [-3.9880, -1.8178, 0.2058], [-2.7659, -1.6473, 1.6265], [-2.1815, -2.3322, 0.1716], [2.7282, -1.0797, 1.5020], [1.2704, -2.8463, 0.9582], [-0.8116, 1.2492, 0.9293], [1.6153, -0.9428, -1.1931]],
  "mulliken_charge": [-0.978, 0.973, -1.092, -0.683, 1.489, -1.311, -1.303, -1.347, -0.292, -0.982, 0.389, 0.257, 0.208, 0.212, 0.244, 0.273, 0.142, 0.373, 0.416, 0.247, 0.388, 0.268, 0.304, 0.338, 0.367, 0.322, 0.223, 0.286, 0.268]
}



{
  "formula": "C9H18N2O3",
  "method": "ωB97M-V/def2-TZVPD",
  "smiles": "CC[C@H](C)[C@H](N)C(=O)N[C@@H](C)C(=O)O",
  "e_above_lowest_kcal_mol": 11.5,
  "spin_multiplicity": 1,
  "orbital_gap_ev": 10.10,
  "energy_ev": -18748.520,
  "max_force_ev_per_a": 2.3,
  "species": ["C", "C", "C", "C", "C", "N", "C", "O", "N", "C", "C", "C", "O", "O", "H", "H", "H", "H", "H", "H", "H", "H", "H", "H", "H", "H", "H", "H", "H", "H", "H", "H"],
  "xyz": [[2.8833, -1.6810, 0.7516], [2.8086, -0.8526, -0.5865], [1.9526, 0.3967, -0.5923], [2.5006, 1.4595, 0.4426], [0.4883, 0.1200, -0.2773], [-0.0991, -1.0020, -0.9846], [-0.4101, 1.3340, -0.5336], [-0.0151, 2.2461, -1.2577], [-1.6750, 1.3108, 0.0088], [-2.3475, 0.1481, 0.5952], [-3.5249, 0.7665, 1.4911], [-3.0101, -0.7578, -0.4171], [-3.3530, -1.8736, -0.1566], [-3.1387, -0.1589, -1.6448], [3.2849, -1.0467, 1.5448], [1.8897, -2.0005, 1.0618], [3.5495, -2.5391, 0.6221], [2.5440, -1.6100, -1.3396], [3.8172, -0.5758, -0.9273], [1.8991, 0.8412, -1.5846], [1.9189, 2.4086, 0.4014], [2.3704, 1.1104, 1.4682], [3.5972, 1.6350, 0.2790], [0.4399, -0.1125, 0.8126], [-0.0760, -0.9155, -2.0127], [0.3010, -1.9098, -0.7366], [-2.2458, 2.0130, -0.4340], [-1.6484, -0.4718, 1.1553], [-4.2201, 1.2964, 0.8165], [-3.0771, 1.4215, 2.2403], [-3.9973, -0.1096, 1.9853], [-3.4068, -0.8907, -2.1914]],
  "mulliken_charge": [-1.072, -0.993, 0.434, -1.496, -0.355, -0.385, 0.163, -0.681, -0.106, 0.348, -1.410, 0.381, -0.569, -0.418, 0.290, 0.248, 0.376, 0.386, 0.476, 0.364, 0.401, 0.384, 0.345, 0.314, 0.266, 0.244, 0.296, 0.277, 0.356, 0.408, 0.372, 0.356]
}



{
  "formula": "C9H18N3O4PTi",
  "method": "ωB97M-V/def2-TZVPD",
  "charge": 2,
  "spin_multiplicity": 3,
  "orbital_gap_ev": [5.69, 5.76],
  "energy_ev": -54673.149,
  "s2": 2.0077,
  "max_force_ev_per_a": 9.4,
  "species": ["O", "C", "Ti", "C", "C", "O", "O", "C", "N", "C", "P", "O", "N", "C", "C", "N", "C", "C", "H", "H", "H", "H", "H", "H", "H", "H", "H", "H", "H", "H", "H", "H", "H", "H", "H", "H"],
  "xyz": [[-1.0513, 0.5653, -6.1251], [-0.8046, 0.7521, -5.0221], [-0.2913, 1.1447, -2.7774], [-1.9923, 2.0264, -2.4351], [1.0571, 2.5090, -3.2592], [-3.0114, 2.5693, -2.2168], [1.8806, 3.3045, -3.4615], [-2.5225, -0.4287, 0.1825], [-1.4625, 0.2975, 0.8675], [-1.8629, 0.8104, 2.1573], [0.0704, 0.2234, 0.3021], [0.3927, 1.0846, -0.9062], [1.1099, 0.5067, 1.5550], [2.4948, 0.7830, 1.1411], [1.1340, -0.2740, 2.8158], [0.2845, -1.3321, -0.2524], [1.2790, -1.4759, -1.3104], [0.3134, -2.4749, 0.6811], [-3.4413, 0.1507, 0.3683], [-2.6434, -1.4767, 0.5453], [-2.3865, -0.4578, -0.9166], [-1.9615, 0.0122, 2.9369], [-1.1831, 1.5975, 2.5477], [-2.8526, 1.2835, 2.0119], [2.4792, 1.5513, 0.3411], [2.9544, 1.2106, 2.0522], [3.0935, -0.0965, 0.7753], [1.6434, 0.4128, 3.5295], [0.1263, -0.4982, 3.2210], [1.7162, -1.2429, 2.7816], [2.3360, -1.3023, -0.9813], [1.1004, -2.5159, -1.6191], [1.0825, -0.8134, -2.1918], [1.3083, -2.6548, 1.1714], [-0.4635, -2.4262, 1.4747], [0.0740, -3.3252, 0.0156]],
  "lowdin_spin": [0.027, 0.038, 1.507, 0.102, 0.079, 0.126, 0.094, 0.000, 0.001, 0.000, 0.002, 0.018, 0.000, 0.000, 0.000, 0.000, 0.004, 0.000, 0.000, 0.000, 0.000, 0.000, 0.000, 0.000, 0.000, 0.000, 0.000, 0.000, 0.000, 0.000, 0.000, 0.000, 0.002, 0.000, 0.000, 0.000]
}



{
  "formula": "C9H18NO",
  "method": "ωB97M-V/def2-TZVPD",
  "smiles": "C[NH2+]C1(C(=O)C(C)(C)C)CC1",
  "e_above_lowest_kcal_mol": 42.6,
  "charge": 1,
  "spin_multiplicity": 1,
  "orbital_gap_ev": 10.28,
  "energy_ev": -13152.708,
  "max_force_ev_per_a": 7.3,
  "species": ["C", "N", "C", "C", "O", "C", "C", "C", "C", "C", "C", "H", "H", "H", "H", "H", "H", "H", "H", "H", "H", "H", "H", "H", "H", "H", "H", "H", "H"],
  "xyz": [[1.9045, -1.7229, 1.1000], [1.6752, -1.0953, -0.2664], [1.2135, 0.4008, -0.0927], [-0.1186, 0.4720, 0.6353], [-0.0686, 0.6712, 1.8136], [-1.4611, 0.1576, -0.0280], [-1.4529, -0.4788, -1.4611], [-2.3596, 1.3903, -0.1733], [-2.1118, -0.8160, 0.9627], [2.3823, 1.2755, 0.1480], [1.4921, 1.5253, -1.0545], [2.6868, -1.2202, 1.8018], [0.9067, -1.9356, 1.5394], [2.0781, -2.8008, 0.9519], [0.8889, -1.6595, -0.7067], [2.4559, -1.0572, -0.9570], [-2.4123, -0.3079, -1.9329], [-0.6253, 0.1121, -1.9051], [-1.1547, -1.4371, -1.4358], [-3.3561, 1.2833, -0.1099], [-2.0832, 1.9755, -1.0937], [-2.0912, 2.1233, 0.7979], [-3.1907, -0.6224, 1.0251], [-1.6867, -0.6154, 2.0296], [-2.0940, -1.8778, 0.6598], [3.3516, 0.7770, -0.1212], [2.3562, 1.9586, 0.9820], [0.9160, 2.3664, -1.0750], [1.9591, 1.1578, -2.0337]],
  "mulliken_charge": [-0.716, -0.050, 0.371, -0.844, -0.476, 2.496, -1.941, -1.703, -1.561, -0.557, -0.681, 0.313, 0.279, 0.413, 0.395, 0.475, 0.438, 0.432, 0.499, 0.526, 0.370, 0.317, 0.384, 0.350, 0.310, 0.270, 0.278, 0.370, 0.243]
}



{
  "formula": "C9H18O3Si",
  "method": "ωB97M-V/def2-TZVPD",
  "smiles": "C=C(C)C(=O)OCCO[Si](C)(C)C",
  "e_above_lowest_kcal_mol": 1.0,
  "spin_multiplicity": 1,
  "orbital_gap_ev": 10.08,
  "energy_ev": -23646.182,
  "max_force_ev_per_a": 2.4,
  "species": ["C", "C", "C", "C", "O", "O", "C", "C", "O", "Si", "C", "C", "C", "H", "H", "H", "H", "H", "H", "H", "H", "H", "H", "H", "H", "H", "H", "H", "H", "H", "H"],
  "xyz": [[-1.5505, -0.5563, 3.2634], [-0.4851, 0.0110, 2.6564], [0.9636, -0.2772, 3.0116], [-0.8031, 0.9410, 1.5277], [-1.9686, 1.2751, 1.3717], [0.2365, 1.4120, 0.7275], [-0.1673, 2.3678, -0.2346], [-0.9385, 1.7637, -1.4220], [-0.1928, 0.9241, -2.2237], [0.4086, -0.5758, -1.8018], [0.6661, -1.4910, -3.4189], [2.0222, -0.3397, -0.8374], [-0.8489, -1.4696, -0.7316], [-2.5478, -0.2989, 2.9886], [-1.4549, -1.3329, 4.0024], [1.0884, -0.7294, 4.0168], [1.5371, 0.6506, 3.0130], [1.4296, -0.9921, 2.3145], [0.7221, 2.8941, -0.5996], [-0.8046, 3.1269, 0.2451], [-1.3857, 2.5234, -2.0317], [-1.7697, 1.1425, -1.0471], [0.3957, -2.5265, -3.2337], [1.6993, -1.5790, -3.7559], [0.0332, -1.1450, -4.2299], [2.7290, 0.2232, -1.4428], [1.7757, 0.2257, 0.0358], [2.5277, -1.2024, -0.4325], [-0.4364, -2.4603, -0.5647], [-1.7553, -1.5738, -1.3297], [-1.1253, -0.9311, 0.1630]],
  "mulliken_charge": [-1.089, 0.902, -1.157, 0.378, -0.620, -0.364, -0.479, -0.397, -0.528, 0.566, -1.220, -0.870, -0.812, 0.313, 0.333, 0.429, 0.274, 0.213, 0.314, 0.437, 0.405, 0.259, 0.361, 0.324, 0.307, 0.300, 0.170, 0.405, 0.369, 0.295, 0.182]
}